Record 1
C38H70NO19Si | the ωB97M-V functional and the def2-TZVPD basis

```
129
Properties=species:S:1:pos:R:3:forces:R:3:mulliken_charge:R:1
C 7.00034 -0.66943 -1.03575 0.08 0.03 -0.47 -1.2472
Si 5.15018 -0.65253 -1.35342 -0.88 -0.12 0.11 0.2281
C 4.60317 -2.15312 -2.34845 0.12 0.16 0.67 -0.7931
C 4.58296 0.86532 -2.32247 0.62 0.01 -0.23 1.0268
C 5.53642 2.06913 -2.42999 -0.51 -0.03 0.37 -1.2666
C 5.82413 2.82308 -1.11573 0.45 0.47 -0.66 -0.3816
C 4.98562 4.10046 -0.97807 0.21 -0.09 0.99 -1.3907
C 3.66257 3.76155 -0.29943 -0.04 0.39 -0.89 1.3643
C 2.51265 4.75954 -0.40569 -0.20 -0.58 0.77 -1.1236
C 1.23405 4.00208 0.03479 0.10 0.35 -0.19 -0.2636
C 0.37539 3.46842 -1.13526 0.30 -0.86 0.62 -0.5214
C 0.62535 1.96755 -1.43223 0.02 0.32 -0.35 -0.0105
C -0.67301 1.18747 -1.58792 0.24 -0.26 -0.25 -0.6400
C -0.52931 -0.33418 -1.29375 -0.24 0.04 -0.51 -0.8439
C 0.89274 -0.82958 -1.33869 -0.11 0.47 0.78 0.4786
N 1.59846 -0.74580 -2.58522 0.12 -0.34 -0.05 -0.2377
O 1.42047 -1.34831 -0.38475 -0.34 -0.27 -0.47 -0.3607
C 4.13488 -0.76569 0.24093 0.41 -0.30 0.30 0.4663
C 3.53094 0.33939 0.84022 0.09 -0.04 0.03 -0.0858
C 2.73231 0.23144 1.97611 0.29 -0.28 -0.31 -0.3707
C 2.52106 -1.01742 2.54594 0.17 0.41 -0.20 -0.4288
C 3.12865 -2.13247 1.97948 -0.03 -0.06 0.03 -0.7236
C 3.92030 -2.01550 0.84296 -0.04 0.40 0.37 -0.4060
H 7.30149 -1.51692 -0.42330 -0.03 0.01 0.20 0.3491
H 7.36939 0.26099 -0.60974 -0.02 0.03 0.25 0.2823
H 7.51214 -0.78656 -1.99553 0.01 -0.01 -0.08 0.3467
H 3.53898 -1.98190 -2.51735 0.07 0.03 -0.29 -0.0881
H 4.66044 -3.03667 -1.71384 0.21 -0.25 -0.15 0.2113
H 5.15238 -2.30678 -3.27250 -0.02 -0.07 -0.16 0.4130
H 3.59765 1.15920 -1.95630 -0.03 0.10 0.12 -1.2884
H 4.41514 0.50632 -3.34289 -0.09 -0.11 -0.04 0.6827
H 5.06718 2.78130 -3.11195 0.14 0.11 -0.14 0.5730
H 6.47822 1.77586 -2.89388 0.05 -0.19 -0.03 0.3936
H 6.88043 3.10752 -1.11350 0.07 -0.04 0.02 0.4125
H 5.68500 2.19422 -0.23696 -0.10 -0.14 0.06 0.3890
H 5.53599 4.80533 -0.34486 -0.02 0.13 -0.03 0.3542
H 4.86258 4.59515 -1.94097 -0.14 -0.09 -0.16 0.3743
H 3.85568 3.56155 0.75441 -0.02 -0.20 0.09 0.3002
H 3.28183 2.84925 -0.76264 -0.05 -0.09 0.14 -1.0752
H 2.66376 5.60119 0.27361 0.22 0.25 -0.20 0.3113
H 2.42363 5.12084 -1.42924 -0.06 0.16 -0.08 0.4205
H 1.56557 3.11722 0.57570 -0.13 -0.08 0.20 -0.2120
H 0.65611 4.59781 0.74749 -0.14 0.20 -0.17 0.5237
H 0.57979 4.08857 -2.01559 -0.25 0.20 -0.05 0.4683
H -0.67410 3.58431 -0.84075 -0.13 0.21 -0.17 0.0650
H 1.10574 1.95472 -2.42841 0.11 -0.06 -0.01 -0.0447
H -1.43752 1.56238 -0.90438 -0.01 0.10 0.11 -0.1456
H -1.11346 1.28153 -2.60133 -0.19 -0.01 -0.01 0.3077
H -0.95904 -0.62565 -0.33851 0.08 0.09 0.20 0.3609
H -1.08227 -0.87495 -2.07673 -0.07 -0.17 0.04 0.1166
H 1.79017 0.23324 -2.76927 -0.13 0.12 -0.06 0.0291
H 1.01717 -1.12762 -3.32286 -0.13 0.47 -0.17 0.2830
H 3.65532 1.31504 0.39754 -0.05 0.00 -0.01 0.0682
H 2.27620 1.12904 2.36684 -0.14 0.00 0.12 0.3997
H 1.87678 -1.09882 3.41048 -0.02 -0.16 0.07 0.4051
H 2.94901 -3.10490 2.42177 0.05 -0.10 -0.02 0.3875
H 4.35341 -2.91360 0.42295 0.04 -0.06 -0.05 0.2673
C -0.41569 -3.71077 0.69767 0.10 0.08 -0.13 -0.1744
O -0.67627 -4.52840 1.85302 0.00 -0.06 -0.01 -0.3955
C -1.29316 -3.90185 2.84523 0.04 -0.06 -0.07 0.7725
O -1.66029 -2.75718 2.85458 -0.04 0.04 0.02 -0.5513
O -1.45135 -4.77248 3.85233 0.01 -0.05 0.04 -0.3669
C -2.11102 -4.22443 4.99255 -0.08 -0.03 0.16 -0.5933
H 0.07966 -4.35661 -0.02151 -0.01 -0.10 0.06 0.1182
H -1.35030 -3.34309 0.27643 -0.01 0.05 0.06 0.3399
H 0.23874 -2.87776 0.94065 -0.05 0.07 0.04 0.0588
H -3.11531 -3.89189 4.73719 0.02 0.07 -0.02 0.2912
H -1.53827 -3.39717 5.40877 -0.03 0.06 -0.06 0.2911
H -2.17521 -5.02549 5.72411 0.04 -0.06 -0.07 0.1919
C 0.67290 -3.56474 -2.98673 0.07 0.02 0.11 -0.5752
O 0.25399 -4.94067 -3.02135 -0.16 0.08 -0.03 -0.3663
C 1.15430 -5.78766 -3.49741 0.05 0.03 0.19 0.8178
O 2.25676 -5.51310 -3.89343 0.01 -0.03 -0.03 -0.5480
O 0.63081 -7.01909 -3.46119 -0.06 -0.03 -0.05 -0.3777
C 1.50321 -8.03522 -3.95305 0.02 -0.16 -0.01 -0.6283
H -0.15945 -2.99997 -2.57990 -0.15 -0.15 0.04 0.3825
H 1.53704 -3.43453 -2.34037 0.09 -0.04 -0.07 0.2751
H 0.89850 -3.20400 -3.98833 0.12 -0.13 -0.05 0.1591
H 2.41231 -8.08396 -3.35637 0.04 0.06 -0.05 0.3024
H 1.75547 -7.85636 -4.99725 0.06 0.05 0.02 0.2667
H 0.95821 -8.97101 -3.86562 -0.07 0.05 0.03 0.2350
C 0.86705 -4.93360 -6.76544 -0.09 -0.01 0.05 -0.6656
O 1.07815 -5.08371 -8.17687 -0.12 -0.07 -0.01 -0.3654
C 2.10977 -4.39326 -8.65322 -0.05 -0.02 -0.01 0.7436
O 2.84201 -3.68045 -8.02233 0.02 0.03 0.01 -0.5355
O 2.19427 -4.62665 -9.96778 -0.02 -0.03 -0.03 -0.3386
C 3.26760 -3.93732 -10.60833 0.08 0.03 -0.15 -0.6260
H 0.00013 -5.54119 -6.51617 0.00 -0.03 -0.14 0.3696
H 1.73207 -5.28017 -6.21022 0.10 0.10 0.02 0.3028
H 0.65914 -3.89303 -6.52239 0.09 0.02 0.01 0.3017
H 4.22523 -4.24421 -10.19174 0.00 0.06 0.06 0.2964
H 3.14856 -2.86026 -10.50652 0.04 0.00 0.07 0.2935
H 3.22082 -4.21243 -11.65835 -0.07 -0.05 0.02 0.2070
C -3.46822 3.04091 1.37126 0.02 -0.28 -0.04 -0.7107
O -2.84441 4.31421 1.56304 0.02 0.01 0.02 -0.2497
C -3.68327 5.33583 1.62810 0.07 -0.06 0.02 0.7798
O -4.88568 5.28265 1.54792 -0.05 0.02 0.01 -0.5703
O -2.97265 6.45213 1.81085 0.02 0.03 0.00 -0.2907
C -3.76205 7.63519 1.88524 0.00 0.24 0.00 -0.3766
H -2.67159 2.30425 1.33139 0.12 0.13 0.00 0.1690
H -4.13203 2.81413 2.20404 -0.07 0.06 -0.04 0.3739
H -4.01986 3.02203 0.43370 -0.06 0.06 0.03 0.3207
H -4.45678 7.58398 2.72120 -0.06 -0.03 -0.05 0.0259
H -4.30957 7.79486 0.95767 -0.07 -0.07 0.02 0.3141
H -3.07357 8.46072 2.04217 0.11 -0.09 0.01 0.2209
C -8.08248 -4.49363 6.85733 -0.12 0.13 0.04 -0.6203
O -7.83782 -5.90095 6.79514 -0.02 -0.02 0.02 -0.3285
C -6.64221 -6.22234 6.30115 -0.04 -0.06 -0.01 0.8241
O -5.80325 -5.44735 5.92695 0.06 0.06 0.00 -0.5297
O -6.53672 -7.55050 6.29130 -0.02 -0.02 0.02 -0.3179
C -5.29144 -8.03126 5.77652 0.10 -0.15 -0.05 -0.6084
H -9.07903 -4.37803 7.27319 0.00 -0.09 0.00 0.2113
H -7.35640 -4.00595 7.50473 0.05 0.00 -0.06 0.2933
H -8.04713 -4.05342 5.86288 0.08 0.01 0.00 0.2952
H -4.46204 -7.67567 6.38462 0.00 0.07 -0.04 0.2844
H -5.15531 -7.71704 4.74378 0.03 0.07 0.02 0.2963
H -5.34219 -9.11488 5.82561 -0.09 0.01 0.04 0.2000
C -6.09269 7.76069 5.05676 -0.01 -0.22 -0.03 -0.7338
O -5.45188 9.02443 5.25717 0.05 0.00 0.00 -0.3071
C -6.28449 10.05983 5.31340 0.07 -0.02 -0.01 0.8139
O -7.48273 10.01314 5.21726 -0.05 0.01 0.01 -0.5437
O -5.56077 11.16567 5.49604 0.03 0.01 0.00 -0.3135
C -6.33362 12.36369 5.57335 0.01 0.17 0.02 -0.6335
H -5.30363 7.01501 5.03100 0.08 0.09 0.02 0.2057
H -6.77315 7.54245 5.87739 -0.06 0.05 -0.03 0.3486
H -6.63045 7.74832 4.11077 -0.07 0.04 0.04 0.3354
H -7.02246 12.32323 6.41512 -0.06 -0.04 -0.04 0.2934
H -6.88593 12.52520 4.64954 -0.06 -0.05 0.02 0.2922
H -5.62392 13.17251 5.72067 0.07 -0.06 0.00 0.2172
```
Positions in Å, forces in eV/Å.

Output
Charge: -1
Molecular weight (g mol⁻¹): 873.05
Maximum force (eV/Å): 1.10
HOMO (eV): -2.14
E (eV): -88811.5400
LUMO level (eV): 1.9
Multiplicity: 1
Kohn-Sham gap (eV): 4.045

Record 2
C3H4O3 | the ωB97M-V functional and the def2-TZVPD basis

```
10
Properties=species:S:1:pos:R:3:forces:R:3:nbo_charge:R:1
C -0.05085 -0.40709 1.50753 -0.38 1.17 -2.42 -0.6911
C -0.24804 0.60967 0.26072 -0.13 0.42 0.08 0.4788
O -0.64950 1.71160 0.51277 0.12 -0.38 0.00 -0.4894
C 0.01695 0.41347 -1.38441 0.15 -0.50 2.22 0.7216
O -0.14663 1.27179 -2.18305 -0.07 -0.06 -0.02 -0.5324
O 0.48478 -0.82009 -1.57367 0.23 -0.73 -0.04 -0.6906
H 0.40785 0.19307 2.27721 0.21 0.08 0.17 0.2390
H 0.51673 -1.28688 1.25711 0.15 -0.27 -0.02 0.2255
H -1.06314 -0.65159 1.81385 -0.06 -0.19 0.04 0.2375
H 0.73185 -1.03395 -2.48807 -0.20 0.46 -0.02 0.5011
```
Positions in Å, forces in eV/Å.

Output
SMILES string: CC(=O)C(=O)O
Molecular weight (g mol⁻¹): 88.06
Maximum force (eV/Å): 2.71
HOMO (eV): -9.86
E (eV): -9317.6698
Relative energy (zero: lowest compared OMol25 entry of this formula, charge and spin) (kcal per mole): 23.8
LUMO level (eV): 0.4
Multiplicity: 1
Kohn-Sham gap (eV): 10.252